{
  "formula": "C18H22N3OS3Sc",
  "method": "the ωB97M-V functional and the def2-TZVPD basis",
  "symbols": ["Sc", "O", "C", "N", "C", "C", "C", "C", "C", "C", "N", "C", "C", "C", "C", "C", "N", "H", "H", "H", "H", "H", "H", "H", "H", "H", "H", "C", "C", "S", "C", "C", "S", "C", "C", "S", "H", "H", "H", "H", "H", "H", "H", "H", "H", "H", "H", "H"],
  "positions_angstrom": [[0.0589, -0.0246, -0.5451], [-0.0002, 3.8013, -2.0462], [0.2925, 2.7386, -1.5613], [-0.5366, 1.6513, -1.4236], [-1.8260, 1.7202, -2.0851], [-2.2648, 0.3215, -2.4205], [-3.3779, 0.0694, -3.2074], [-3.7122, -1.2354, -3.5133], [-2.9277, -2.2769, -3.0209], [-1.8493, -1.9642, -2.2320], [-1.5182, -0.6892, -1.9239], [1.7027, 2.4376, -1.0967], [2.6890, 3.3965, -1.1768], [3.9879, 3.0461, -0.8369], [4.2541, 1.7411, -0.4433], [3.2112, 0.8399, -0.3779], [1.9458, 1.1740, -0.6835], [-1.7550, 2.3177, -2.9977], [-2.5821, 2.2049, -1.4585], [-3.9598, 0.8987, -3.5865], [-4.5707, -1.4466, -4.1368], [-3.1499, -3.3084, -3.2523], [-1.2097, -2.7417, -1.8299], [2.4210, 4.3857, -1.5218], [4.7854, 3.7747, -0.8953], [5.2558, 1.4201, -0.1961], [3.3936, -0.1885, -0.0903], [0.3607, 0.7053, 3.2479], [-1.1419, 0.6563, 2.9933], [-1.7267, 0.0604, 1.3729], [-2.0990, -1.7118, 1.5192], [-0.9465, -2.6608, 1.7813], [0.4617, -2.4715, 0.6287], [1.9124, -2.5585, 1.7291], [2.2674, -1.3138, 2.5316], [1.1085, -0.8383, 3.8468], [0.5236, 1.4430, 4.0349], [0.9109, 1.0699, 2.3764], [-1.5551, 1.6648, 3.0450], [-1.6611, 0.0623, 3.7462], [-2.6040, -1.9361, 0.5772], [-2.8470, -1.8242, 2.3055], [-1.3028, -3.6866, 1.6866], [-0.5437, -2.5155, 2.7796], [2.7368, -2.8287, 1.0661], [1.7405, -3.4180, 2.3772], [2.4276, -0.4481, 1.8886], [3.2201, -1.5141, 3.0255]],
  "forces_ev_per_a": [[0.1, 0.0, 0.0], [0.0, 0.0, 0.0], [0.0, 0.0, 0.0], [0.1, 0.1, 0.0], [0.0, 0.0, 0.0], [0.0, 0.0, 0.0], [0.0, 0.0, 0.0], [0.0, 0.0, 0.0], [0.0, 0.0, 0.0], [0.0, 0.0, 0.0], [0.0, 0.0, -0.1], [-0.1, 0.0, 0.0], [0.0, 0.0, 0.0], [0.0, 0.0, 0.0], [0.0, 0.0, 0.0], [0.0, 0.0, 0.0], [0.0, 0.0, 0.0], [0.0, 0.0, 0.0], [0.0, 0.0, 0.0], [0.0, 0.0, 0.0], [0.0, 0.0, 0.0], [0.0, 0.0, 0.0], [0.0, 0.0, 0.0], [0.0, 0.0, 0.0], [0.0, 0.0, 0.0], [0.0, 0.0, 0.0], [0.0, 0.0, 0.0], [0.0, 0.0, 0.0], [0.0, 0.0, 0.0], [0.0, 0.0, 0.0], [-0.1, 0.1, 0.0], [0.0, 0.0, 0.0], [0.0, 0.0, 0.0], [0.0, 0.0, 0.0], [0.0, 0.0, 0.0], [0.0, 0.0, 0.0], [0.0, 0.0, 0.0], [0.0, 0.0, 0.0], [0.0, 0.0, 0.0], [0.0, 0.0, 0.0], [0.0, 0.0, 0.0], [0.0, 0.0, 0.0], [0.0, 0.0, 0.0], [0.0, 0.0, 0.0], [0.0, 0.0, 0.0], [0.0, 0.0, 0.0], [0.0, 0.0, 0.0], [0.0, 0.0, 0.0]],
  "homo_energy_ev": -14.82,
  "relative_energy_kcal_mol": 17.23,
  "charge": 2,
  "gap_ev": 8.1
}

{
  "formula": "C18H22N4O2S",
  "method": "the ωB97M-V functional and the def2-TZVPD basis",
  "symbols": ["C", "N", "C", "O", "C", "C", "C", "C", "N", "C", "C", "C", "C", "C", "C", "N", "C", "C", "O", "H", "H", "H", "H", "H", "H", "H", "H", "H", "H", "H", "H", "H", "H", "H", "H", "H", "C", "C", "C", "N", "C", "S", "H", "H", "H", "H", "H"],
  "positions_angstrom": [[5.3988, 0.6131, -0.4973], [4.8403, 1.1526, 0.7423], [3.5726, 1.2904, 1.1580], [3.4049, 1.7536, 2.2792], [2.3129, 0.8621, 0.3650], [2.4450, -0.3416, -0.5784], [1.1517, -0.9070, -1.0764], [0.6934, -0.7973, -2.3431], [-0.5196, -1.4460, -2.4556], [-0.9089, -2.0037, -1.2578], [-2.0369, -2.7405, -0.8709], [-2.1545, -3.1577, 0.4649], [-1.1471, -2.8332, 1.3921], [-0.0147, -2.0963, 0.9906], [0.1357, -1.6639, -0.3462], [1.5901, 1.9775, -0.2683], [2.0831, 2.8170, -1.1778], [1.1827, 3.9569, -1.5919], [3.1904, 2.7064, -1.6828], [5.2083, -0.4581, -0.5692], [4.9783, 1.1213, -1.3651], [6.4779, 0.7716, -0.5060], [5.5059, 1.5077, 1.4107], [1.6489, 0.5062, 1.1525], [3.0312, -0.0557, -1.4500], [2.9770, -1.1374, -0.0562], [1.2111, -0.2799, -3.1425], [-1.0605, -1.4749, -3.3084], [-2.8076, -2.9761, -1.5894], [-3.0193, -3.7258, 0.7803], [-1.2412, -3.1587, 2.4194], [0.7558, -1.8616, 1.7101], [0.6614, 2.1644, 0.0692], [0.2577, 3.5591, -2.0041], [1.6948, 4.5519, -2.3470], [0.9693, 4.5779, -0.7242], [-5.6280, -1.0755, 3.2217], [-5.4360, -0.0451, 2.3286], [-4.2075, 0.0647, 1.4709], [-4.6139, 0.0468, 0.0638], [-4.1817, 0.0969, -1.0510], [-3.5820, 0.1853, -2.5107], [-6.5337, -1.1344, 3.8181], [-4.8905, -1.8623, 3.3520], [-6.2034, 0.7151, 2.2176], [-3.6767, 0.9959, 1.6946], [-3.5159, -0.7615, 1.6684]],
  "forces_ev_per_a": [[-0.3, 0.1, 0.0], [0.8, -0.4, -1.1], [-0.2, 0.4, 0.7], [-0.6, 0.1, 0.0], [-0.4, -0.4, -0.4], [0.2, -0.1, -0.4], [-0.5, -0.1, 0.9], [-0.1, -0.2, 0.3], [-0.5, -0.1, -1.1], [1.0, 0.5, 0.5], [0.1, 0.0, 0.5], [0.7, 0.6, -0.8], [0.7, 0.6, -0.7], [-0.5, -0.3, -0.2], [-0.4, -0.4, 0.5], [-0.1, -0.7, 1.1], [0.7, 0.8, -1.1], [0.0, -0.1, 0.1], [0.3, -0.4, 0.2], [0.1, 0.0, -0.1], [0.0, 0.0, 0.0], [-0.1, 0.0, 0.2], [-0.2, 0.0, 0.1], [0.0, 0.3, 0.2], [0.1, 0.0, 0.0], [0.2, 0.0, 0.1], [-0.4, -0.2, -0.2], [0.1, 0.0, 0.3], [-0.1, 0.0, -0.1], [0.0, 0.0, -0.1], [0.1, 0.0, 0.0], [0.1, 0.0, 0.2], [0.1, 0.0, 0.1], [-0.2, 0.1, 0.0], [-0.1, -0.1, 0.1], [-0.2, 0.1, 0.0], [0.3, 2.1, -1.7], [-0.3, -2.3, 2.0], [-0.4, -0.1, -0.1], [0.7, 0.1, -0.9], [0.1, 0.0, 1.4], [-0.3, 0.0, -0.1], [0.2, 0.1, -0.1], [0.0, 0.1, -0.1], [0.1, 0.0, -0.1], [-0.1, 0.0, -0.3], [-0.1, 0.0, -0.2]],
  "homo_energy_ev": -8.10,
  "smiles": "CNC(=O)[C@H](Cc1c[nH]c2ccccc12)NC(C)=O.C=CCN=C=S",
  "relative_energy_kcal_mol": 59.43,
  "charge": 0,
  "gap_ev": 8.5
}

{
  "formula": "C18H22N4O4S",
  "method": "the ωB97M-V functional and the def2-TZVPD basis",
  "symbols": ["C", "C", "C", "S", "C", "N", "C", "C", "C", "O", "N", "C", "O", "N", "C", "N", "C", "C", "O", "C", "O", "C", "C", "C", "C", "C", "C", "H", "H", "H", "H", "H", "H", "H", "H", "H", "H", "H", "H", "H", "H", "H", "H", "H", "H", "H", "H", "H", "H"],
  "positions_angstrom": [[-3.3809, -2.5106, -2.5711], [-2.4839, -2.6361, -1.3471], [-2.6688, -1.4838, -0.3748], [-2.1693, 0.1228, -1.0785], [-0.4515, -0.0317, -0.9629], [0.1679, -1.1271, -0.5497], [1.4798, -0.8120, -0.5833], [1.6640, 0.4840, -1.0403], [2.9546, 1.0860, -1.1355], [3.2465, 2.2027, -1.5162], [3.9278, 0.1797, -0.7151], [3.7984, -1.1183, -0.2539], [4.7614, -1.7645, 0.0905], [2.5135, -1.6157, -0.2148], [2.2616, -2.9576, 0.2595], [0.3963, 0.9713, -1.2869], [0.0954, 2.3157, -1.6908], [-0.5427, 3.1502, -0.5603], [-0.9349, 4.4061, -1.0471], [0.4021, 3.3375, 0.6481], [0.9534, 2.1600, 1.1840], [0.1823, 1.2697, 1.8748], [-1.1744, 1.4036, 2.1409], [-1.8453, 0.3928, 2.8105], [-1.1813, -0.7456, 3.2266], [0.1808, -0.8620, 2.9949], [0.8595, 0.1364, 2.3295], [-3.1761, -1.5817, -3.0987], [-3.2098, -3.3392, -3.2533], [-4.4291, -2.5145, -2.2795], [-2.7143, -3.5613, -0.8136], [-1.4357, -2.6751, -1.6464], [-2.0678, -1.6160, 0.5234], [-3.7177, -1.3524, -0.1094], [4.8829, 0.5204, -0.7318], [1.4394, -2.9323, 0.9728], [1.9900, -3.6064, -0.5744], [3.1731, -3.3239, 0.7278], [1.0380, 2.7736, -2.0049], [-0.6074, 2.2977, -2.5307], [-1.4725, 2.6611, -0.2544], [-0.1553, 4.8815, -1.3610], [1.2765, 3.9108, 0.3197], [-0.1274, 3.9150, 1.4176], [-1.7188, 2.2846, 1.8407], [-2.9027, 0.5035, 3.0011], [-1.7158, -1.5318, 3.7378], [0.7169, -1.7344, 3.3382], [1.9209, 0.0673, 2.1480]],
  "forces_ev_per_a": [[0.1, -0.1, 0.1], [-0.1, 0.1, -0.2], [0.4, 0.1, -0.1], [-0.5, 0.2, -0.1], [0.2, -0.1, 0.0], [0.2, -0.3, 0.1], [-0.3, 1.4, -0.6], [0.1, -0.9, 0.2], [-0.3, -0.3, 0.0], [0.1, 0.3, 0.0], [0.4, 0.3, 0.0], [-0.1, -0.1, 0.0], [0.4, -0.2, 0.1], [0.1, 0.0, 0.1], [0.0, -0.3, 0.1], [0.1, -0.6, 0.1], [-0.5, 0.7, 0.0], [0.3, -0.6, 0.2], [0.0, 0.4, -0.1], [-0.4, 0.3, -0.2], [0.1, -0.2, 0.2], [0.1, -0.1, 0.1], [0.1, 0.3, -0.1], [0.0, -0.1, 0.1], [-0.1, -0.1, 0.1], [0.1, 0.1, 0.0], [0.0, 0.2, 0.0], [0.0, 0.0, -0.1], [0.0, -0.1, -0.1], [-0.2, 0.0, 0.0], [0.1, 0.0, 0.0], [-0.1, -0.1, 0.1], [-0.1, 0.0, 0.1], [0.0, 0.1, 0.1], [-0.2, -0.1, 0.0], [0.0, 0.0, 0.0], [0.0, 0.0, 0.1], [-0.1, 0.0, 0.0], [-0.1, 0.0, 0.0], [0.1, 0.0, 0.0], [0.2, 0.0, 0.0], [0.0, 0.0, 0.0], [-0.1, 0.0, 0.0], [0.1, 0.0, -0.1], [0.0, 0.1, -0.1], [-0.1, 0.0, 0.0], [0.0, -0.1, 0.1], [0.1, -0.1, 0.0], [0.1, 0.0, 0.0]],
  "homo_energy_ev": -8.01,
  "smiles": "CCCSc1nc2c(c(=O)[nH]c(=O)n2C)n1C[C@H](O)COc1ccccc1",
  "relative_energy_kcal_mol": 4.88,
  "charge": 0,
  "gap_ev": 8.6
}

{
  "formula": "C18H22N4S",
  "method": "the ωB97M-V functional and the def2-TZVPD basis",
  "symbols": ["H", "N", "C", "N", "C", "C", "C", "C", "C", "C", "C", "C", "C", "N", "C", "C", "C", "N", "C", "C", "C", "C", "C", "S", "H", "H", "H", "H", "H", "H", "H", "H", "H", "H", "H", "H", "H", "H", "H", "H", "H", "H", "H", "H", "H"],
  "positions_angstrom": [[4.9758, 1.8204, 2.4883], [4.0865, 1.8811, 2.0447], [3.5865, 3.0408, 1.7514], [2.3946, 3.1319, 1.0942], [1.4691, 2.1292, 0.9076], [0.6461, 2.2852, -0.1986], [-0.3232, 1.3164, -0.5136], [-0.4874, 0.1397, 0.2776], [0.3486, -0.0296, 1.3993], [1.2795, 1.0086, 1.7454], [0.2510, -1.2140, 2.2906], [-0.5869, -2.3658, 1.6305], [-1.8389, -1.7690, 1.0936], [-1.4668, -0.8327, 0.0179], [-1.8329, -1.1617, -1.4305], [-0.9723, -2.2716, -1.9651], [-1.8627, -3.5627, -1.8804], [-3.2459, -3.0302, -2.0585], [-3.2896, -1.6255, -1.5961], [4.3344, 4.2846, 2.0248], [3.8816, 5.5542, 1.7500], [4.7666, 6.6019, 2.2857], [5.8835, 6.1133, 2.9202], [5.8520, 4.3656, 2.8549], [2.2193, 4.0059, 0.5768], [0.7728, 3.1293, -0.8441], [-0.9803, 1.4592, -1.3669], [1.8266, 0.8757, 2.6842], [1.2323, -1.6116, 2.5464], [-0.2635, -0.9231, 3.2157], [-0.0039, -2.8067, 0.8103], [-0.8095, -3.2037, 2.2947], [-2.4692, -2.5887, 0.7451], [-2.3707, -1.2615, 1.8875], [-1.7096, -0.3466, -2.0854], [-0.0734, -2.4285, -1.3314], [-0.6401, -2.1185, -3.0083], [-1.7654, -3.9823, -0.8929], [-1.5751, -4.2912, -2.6363], [-3.9505, -3.5775, -1.5950], [-3.7923, -0.9624, -2.3595], [-3.8364, -1.5224, -0.6484], [2.9715, 5.7954, 1.2368], [4.5411, 7.6574, 2.1930], [6.6401, 6.7042, 3.4565]],
  "forces_ev_per_a": [[0.6, 0.7, 0.4], [-2.0, 0.3, -0.7], [2.4, -2.0, 0.4], [0.6, 2.1, 0.3], [-0.9, -1.5, 0.2], [-1.1, -1.8, -0.2], [0.2, -0.3, 0.7], [0.3, 0.1, 0.1], [0.9, 2.3, -0.2], [-0.7, -0.6, -0.6], [-0.9, -1.6, 0.1], [1.4, 0.2, 0.6], [0.4, 0.1, -1.2], [-1.4, 0.4, -1.8], [0.0, -0.5, 2.1], [0.6, -2.1, -0.2], [-0.4, 1.6, -0.1], [0.7, 0.3, -0.3], [-0.4, 0.2, -0.4], [-0.6, 1.8, -0.3], [1.7, 0.8, 1.1], [-0.3, -1.0, -0.4], [-1.2, -0.4, -0.5], [0.1, 0.3, 0.3], [0.2, -0.9, 0.7], [0.0, 0.4, -0.3], [0.2, 0.1, 0.1], [0.1, 0.2, -0.6], [0.1, 0.2, 0.1], [0.2, -0.1, 0.0], [-0.1, 0.1, 0.1], [0.1, 0.2, 0.4], [-0.2, 0.4, -0.4], [-0.3, 0.3, 0.2], [0.4, 1.5, 0.0], [-0.4, 0.3, -0.6], [-0.2, 0.1, 0.5], [0.3, -0.5, 0.4], [-0.2, -0.1, 0.0], [0.0, -0.2, 0.1], [0.3, -0.8, 0.7], [0.1, 0.1, -0.2], [-0.3, 0.0, -0.1], [0.1, -0.1, 0.0], [-0.3, -0.7, -0.4]],
  "homo_energy_ev": -6.92,
  "smiles": "[H]/N=C(/Nc1ccc2c(c1)CCCN2[C@H]1CCNC1)c1cccs1",
  "relative_energy_kcal_mol": 46.97,
  "charge": 0,
  "gap_ev": 7.4
}